Model P:
Here is a single C5H10S2 molecule from OMol25. Energies are from ωB97M-V/def2-TZVPD.

Atoms and positions in Å:
C: -0.503 -1.721 -0.017
C: 0.219 -0.476 -0.474
C: -1.813 0.326 0.444
C: 1.895 1.358 -0.072
C: 1.458 -0.090 0.220
S: -2.220 -1.392 0.002
S: -2.874 1.503 -0.255
H: -0.328 -2.682 -0.678
H: -0.140 -2.211 0.924
H: 0.086 -0.290 -1.569
H: -1.720 0.479 1.480
H: 1.222 2.195 0.209
H: 1.944 1.586 -1.110
H: 2.832 1.488 0.348
H: 1.537 -0.203 1.320
H: 2.367 -0.595 -0.286
H: -3.964 0.726 -0.487

Values from the calculation:
net charge = 0
orbital gap (spin up / spin down) = 0.281 / 0.290 Eh

***

Model Q:
Here is 2 unconnected molecules or ions with the total composition C5H10S2 from OMol25. Energies are from ωB97M-V/def2-TZVPD.

Atoms and positions in Å:
C: 1.134 -0.588 -1.169
C: 0.628 0.379 -1.923
C: -0.786 0.752 -1.916
C: -1.291 1.688 -2.713
H: 0.521 -1.174 -0.494
H: 2.185 -0.845 -1.203
H: 1.263 0.948 -2.594
H: -1.437 0.226 -1.226
H: -2.342 1.944 -2.690
H: -0.669 2.230 -3.414
C: 0.763 -1.474 2.552
S: -0.252 -0.925 3.946
S: -1.664 0.225 2.987
H: 0.188 -2.103 1.878
H: 1.586 -2.052 2.973
H: 1.164 -0.615 2.020
H: -0.993 1.386 2.987

Values from the calculation:
net charge = 0
orbital gap = 0.354 Eh

***

Calculated relative energies: model P 60.1; model Q 0.0, given in kcal/mol